The following is a DFT calculation (the ωB97M-V functional and the def2-TZVPD basis) of an isolated molecule of C3H3NOS2 in a non-equilibrium geometry.

Each line ends with the Löwdin charge.
Element x y z (Å)
C 1.69 0.10 0.47  -0.465
C 0.01 -1.25 -0.01  -0.543
C -0.58 0.13 -0.44  -0.791
N 1.28 -1.09 0.56  0.076
O -0.52 -2.32 -0.20  0.111
S 0.78 1.45 -0.23  0.878
S -2.17 0.60 0.40  0.660
H 2.65 0.39 0.93  0.087
H -0.92 0.03 -1.52  0.086
H -2.21 1.98 0.03  -0.099

Results
- gap between HOMO and LUMO (eV) = 9.42
- highest occupied orbital energy (Ha) = -0.35736
- E_tot (eV) = -28366.7131
- SMILES = O=C1N=CS[C@@H]1S